[1]
Formula: C18H27
Source: OMol25
Level of theory: ωB97M-V/def2-TZVPD

Output
E_LUMO, eV: -5.82
Gap between HOMO and LUMO, Eh: 0.205
ΔE to the lowest compared entry with this formula, charge and spin, kcal per mole: 34.4
HOMO energy, eV: -11.4048
Molecular weight, g mol⁻¹: 243.414
Charge: +1

Last column: Mulliken charge in e.
Atoms and positions in Å:
C -1.14134 1.52660 2.55333  -0.980
C -1.17927 0.27271 2.08703  1.113
C -1.42547 -0.87120 3.04777  -1.353
C -1.01914 -0.04556 0.60138  -1.430
C -2.16648 0.31135 -0.33061  0.761
C -2.41513 1.81822 -0.41531  -1.236
C -3.01244 -0.79555 -0.86594  -0.338
H -0.93778 2.36893 1.90233  0.313
H -1.31743 1.70423 3.59944  0.329
H -1.25536 -1.81926 2.51388  0.306
H -0.80815 -0.86282 3.96771  0.420
H -2.48594 -0.79681 3.36288  0.303
H -0.17333 0.58289 0.22806  0.535
H -0.81652 -1.11223 0.45784  0.545
H -1.58297 2.32560 0.14077  0.246
H -2.41376 2.30158 -1.44331  0.355
H -3.36233 2.18912 0.08082  0.312
H -4.01624 -0.55839 -0.46175  0.391
H -2.56605 -1.75161 -0.33419  -0.010
C -2.62649 -2.54549 -2.88043  -1.609
C -3.51205 -1.47088 -2.20803  0.400
C -4.95994 -1.97657 -1.94492  0.053
C -5.99848 -1.04781 -2.15538  0.990
C -5.77971 0.16645 -2.99595  -1.544
C -7.16668 -1.18070 -1.43441  -0.668
C -7.43161 -2.27561 -0.60424  0.028
C -8.76691 -2.42045 0.12092  -1.353
C -6.47714 -3.28917 -0.61211  -0.798
C -5.27043 -3.19943 -1.27614  1.113
C -4.32726 -4.37126 -1.14643  -1.420
H -1.88542 -2.06451 -3.55580  0.359
H -2.07272 -3.09325 -2.10962  0.323
H -3.21190 -3.29612 -3.44198  0.355
H -3.52033 -0.64993 -2.87453  0.722
H -6.70601 0.73655 -3.03023  0.438
H -5.00118 0.81908 -2.60339  0.213
H -5.49192 -0.08337 -4.01764  0.351
H -7.89322 -0.37447 -1.54664  0.360
H -8.80965 -3.36940 0.69241  0.338
H -8.91581 -1.58736 0.83335  0.323
H -9.63577 -2.39994 -0.57434  0.323
H -6.69584 -4.19972 -0.05339  0.245
H -4.80732 -5.13250 -0.50733  0.368
H -4.08590 -4.86856 -2.10316  0.276
H -3.38232 -4.07972 -0.66947  0.233

Cartesian forces (eV/Å) of the 2 atoms listed first:
0.133 -0.690 -0.844
-0.172 1.031 1.013

=====

[2]
Formula: C18H27BCl6F10N6NiO4S2
Source: OMol25
Level of theory: ωB97M-V/def2-TZVPD

Output
E_LUMO (alpha / beta), eV: -0.47 / -2.45
Multiplicity: 3
Gap between HOMO and LUMO (alpha / beta), Eh: 0.378 / 0.305
HOMO energy (alpha / beta), eV: -10.7454 / -10.7455
Molecular weight, g mol⁻¹: 927.789
<S²>: 2.00

Last column: Mulliken charge in e.
Atoms and positions in Å:
Ni -2.15332 -1.62490 1.04097  0.486
B -2.62109 -4.05824 1.57847  0.400
F -2.29346 -4.45813 2.85953  -0.373
F -3.53535 -2.95883 1.62680  -0.379
F -1.45369 -3.51738 0.93586  -0.155
F -3.14614 -5.11782 0.88294  -0.332
C 1.64933 -2.72845 0.57024  0.595
F 2.71870 -3.00880 -0.15144  -0.134
F 0.98918 -3.85321 0.76921  -0.194
F 1.98836 -2.16019 1.71026  -0.139
S 0.62844 -1.52223 -0.48860  0.238
O 1.60419 -0.69061 -1.11521  -0.350
O -0.22280 -2.32239 -1.32109  -0.742
N -0.45956 -0.73775 0.57952  0.780
S 0.17287 0.61788 1.17317  0.083
O -0.68834 1.02780 2.25464  -0.589
O 1.58490 0.63818 1.40417  -0.240
C -0.23559 1.90882 -0.16363  0.506
F -1.50244 1.77723 -0.55980  -0.240
F -0.11936 3.09507 0.42404  -0.199
F 0.57605 1.86013 -1.20256  -0.146
C 2.28510 -0.64970 -3.85111  0.271
C 2.89493 0.34617 -4.72975  0.105
N 3.42519 1.10592 -5.40773  -0.556
H 1.62320 -1.27781 -4.44578  0.376
H 1.80304 -0.20376 -2.98515  -0.113
H 3.06867 -1.31283 -3.47687  0.035
C -5.19505 1.80700 2.12322  -1.151
C -4.16930 0.85601 1.70904  0.573
N -3.34464 0.14032 1.37990  0.053
H -6.16274 1.34675 1.90366  0.353
H -5.15468 2.69618 1.49652  0.281
H -5.20927 2.05979 3.17831  0.342
C 0.09303 -2.72188 4.54723  -1.200
C -0.95191 -2.01193 3.83183  0.809
N -1.73850 -1.42932 3.23431  -0.244
H -0.08814 -2.60174 5.61688  0.389
H 1.06841 -2.29345 4.32659  0.269
H 0.08426 -3.78852 4.33238  0.345
C 4.04351 2.75189 0.42167  -0.547
C 4.53489 1.47589 0.92256  0.423
N 4.90876 0.46034 1.30484  -0.539
H 4.75434 3.52636 0.70961  0.436
H 3.05756 2.95140 0.83534  0.132
H 3.97012 2.78690 -0.66175  0.137
C 1.99181 3.14376 -3.61643  -0.782
C 2.12347 4.00155 -2.44692  0.467
N 2.23462 4.64955 -1.50630  -0.494
H 1.39380 2.25193 -3.46555  0.102
H 2.94323 2.92517 -4.08892  0.351
H 1.47840 3.74056 -4.37791  0.364
Cl -6.61695 3.93507 -3.61306  -0.192
C -5.07350 3.81056 -2.70433  -0.486
C -4.91526 2.50201 -1.98796  0.007
Cl -4.62633 1.15255 -3.12622  -0.178
H -5.03871 4.67334 -2.04000  0.326
H -4.24000 3.95843 -3.38866  0.329
H -5.67533 2.17474 -1.28719  0.278
H -3.97729 2.65534 -1.44359  -0.076
Cl 3.24478 2.53062 5.52313  -0.203
C 2.03781 1.79898 4.43109  0.018
C 0.70476 1.64129 5.11596  0.202
Cl 0.74463 0.56218 6.55618  -0.226
H 2.44183 0.87472 4.02451  0.165
H 1.89512 2.43971 3.56079  0.049
H -0.03349 1.21621 4.44141  -0.331
H 0.29854 2.58804 5.46331  0.436
Cl 1.76745 -5.01787 -5.73731  -0.210
C 1.48474 -5.31936 -3.97443  -0.608
C 1.73108 -4.10556 -3.11318  0.047
Cl 3.41544 -3.51312 -3.29954  -0.196
H 2.08412 -6.17520 -3.68147  0.384
H 0.43132 -5.59022 -3.93080  0.365
H 1.60978 -4.40678 -2.07477  0.095
H 1.05841 -3.28439 -3.33505  0.142

Cartesian forces (eV/Å) of the 2 atoms listed first:
-0.152 1.284 1.446
-0.383 -2.777 0.906